ORCA calculation (ωB97M-V/def2-TZVPD) on C4H6O2 as an isolated structure in a non-equilibrium geometry.

Computed properties:
Kohn-Sham gap: 11.32 eV
Calculated total energy: -8339.7074 eV
HOMO level: -10.495 eV
Lowest unoccupied orbital energy: 0.8 eV
Multiplicity: 1

```
12
Properties=species:S:1:pos:R:3:mulliken_charge:R:1
O 1.82 -0.48 0.60 -0.335
O 1.80 -0.75 -1.67 -0.543
C 0.05 0.40 -0.13 0.338
C 0.55 -0.13 1.21 -0.428
C -1.36 0.13 -0.60 -1.326
C 1.31 -0.35 -0.66 0.491
H 0.04 -1.04 1.54 0.259
H -2.09 0.72 -0.03 0.355
H 0.65 0.57 2.05 0.265
H -1.46 0.39 -1.65 0.330
H -1.61 -0.93 -0.47 0.317
H 0.29 1.47 -0.19 0.278
```

---

ORCA calculation (ωB97M-V/def2-TZVPD) on CuH48O24 as an isolated structure in a non-equilibrium geometry.

Computed properties:
Kohn-Sham gap: 7.61 eV
Calculated total energy: -94556.0516 eV
HOMO level: -10.113 eV
Net charge: +1
Lowest unoccupied orbital energy: -2.5 eV
Multiplicity: 1

```
73
Properties=species:S:1:pos:R:3:mulliken_charge:R:1
Cu -0.07 0.37 0.03 0.336
O -4.01 0.31 -2.89 -0.508
O 2.21 2.65 -3.49 -0.533
O -0.84 1.90 1.61 -0.337
O -0.44 -0.98 1.99 -0.186
O -4.24 2.37 0.72 -0.666
O 1.24 1.76 -1.11 0.173
O -1.02 4.30 -2.88 -0.617
O 4.40 -1.67 2.75 -0.753
O 0.85 -1.70 -1.16 -0.352
O -2.15 -3.44 1.25 -0.679
O 2.36 -2.43 -3.25 -0.508
O -1.53 0.12 -1.81 -0.104
O -1.21 -3.42 -1.45 -0.628
O -3.76 -1.28 1.05 -0.642
O 1.10 0.53 4.53 -0.518
O 1.45 -4.21 0.32 -0.585
O -3.50 -2.55 -3.63 -0.612
O -0.70 -1.17 -4.18 -0.572
O 4.43 0.41 -0.01 -0.656
O -2.99 2.19 3.19 -0.638
O 2.93 3.19 2.57 -0.575
O 1.42 4.39 -0.26 -0.561
O 2.13 -3.14 3.09 -0.621
O 2.18 0.73 1.79 -0.310
H -0.06 -0.93 2.86 0.137
H 1.35 -2.39 -0.72 0.184
H 3.04 3.07 3.52 0.228
H -5.07 2.02 0.40 0.310
H 1.03 1.34 5.03 0.242
H 1.23 -0.15 5.19 0.260
H -2.82 -3.95 1.70 0.282
H 2.59 1.59 1.86 0.413
H 1.06 5.21 0.07 0.291
H -4.21 0.75 -3.71 0.240
H -0.22 -0.65 -4.83 0.271
H 3.30 -2.57 -3.14 0.244
H -3.09 3.03 3.64 0.287
H -2.44 0.42 -1.86 0.175
H 1.11 2.67 -0.86 0.107
H 4.41 -1.17 3.57 0.318
H -3.65 2.21 2.50 0.378
H -3.62 1.64 0.61 0.300
H -0.99 5.25 -2.92 0.292
H 3.14 2.80 -3.66 0.259
H 3.07 4.13 2.43 0.264
H -0.17 -1.96 -4.07 0.252
H 1.59 0.67 2.54 -0.037
H 1.14 -1.74 -2.07 0.235
H -0.68 -1.90 1.87 0.189
H 2.00 4.09 0.44 0.200
H -1.55 -3.41 -0.56 0.414
H 3.51 0.65 0.16 0.323
H 4.39 -0.52 -0.23 0.295
H -4.87 0.09 -2.53 0.238
H -1.13 2.81 1.52 0.181
H -3.84 -0.95 1.95 0.293
H 0.82 -4.91 0.12 0.306
H 2.41 -3.42 3.96 0.270
H -3.19 -3.41 -3.90 0.270
H 2.78 -2.49 2.83 0.419
H 1.43 1.79 -2.05 0.147
H -1.50 -0.65 -2.37 0.049
H -4.64 -1.18 0.69 0.265
H -0.37 4.07 -2.21 0.301
H 1.31 -4.02 1.25 0.274
H 4.16 -1.02 2.08 0.352
H 2.19 -2.66 -4.17 0.246
H -2.71 -2.07 -3.38 0.358
H -0.44 -2.84 -1.41 0.419
H 1.83 2.50 -4.36 0.273
H -1.28 1.58 2.40 0.276
H -2.59 -2.61 1.03 0.363
```

---

ORCA calculation (ωB97M-V/def2-TZVPD) on one molecule with the formula C5H12N2O in a non-equilibrium geometry.

Computed properties:
Kohn-Sham gap: 9.25 eV
Calculated total energy: -10406.2897 eV
HOMO level: -8.284 eV
Lowest unoccupied orbital energy: 1.0 eV
Multiplicity: 1

```
20
Properties=species:S:1:pos:R:3:mulliken_charge:R:1
O 2.98 0.13 1.73 -0.485
N 1.34 -1.73 0.17 -0.617
N -1.42 0.45 -0.97 -0.132
C 1.23 0.75 0.18 -0.525
C -0.58 -0.71 -0.81 -1.148
C -2.71 0.54 -0.31 -0.916
C 0.48 -0.60 0.31 0.127
C 2.18 0.93 1.33 0.004
H -1.15 -1.59 -0.52 0.377
H 1.96 -1.85 0.96 0.280
H -0.10 -0.67 1.22 0.377
H -1.24 1.07 -1.73 0.221
H 2.07 1.88 1.89 0.313
H 1.85 -1.74 -0.70 0.234
H -0.03 -0.79 -1.76 0.447
H 0.55 1.58 0.14 0.317
H -2.73 1.37 0.38 0.272
H -2.92 -0.35 0.28 0.294
H -3.53 0.65 -1.03 0.309
H 1.78 0.65 -0.76 0.252
```

---

ORCA calculation (ωB97M-V/def2-TZVPD) on one molecule with the formula C4H8FI in a non-equilibrium geometry.

Computed properties:
Kohn-Sham gap: 9.87 eV
Calculated total energy: -15095.0858 eV
HOMO level: -9.387 eV
Lowest unoccupied orbital energy: 0.5 eV
Multiplicity: 1

```
14
Properties=species:S:1:pos:R:3:mulliken_charge:R:1
I -3.15 -0.16 0.05 0.051
F -0.62 1.54 -0.07 -0.343
C -1.14 -0.59 0.74 -1.489
C 0.26 -0.16 -1.44 -1.613
C -0.08 0.25 -0.06 1.549
C 1.16 0.34 0.81 -1.717
H 1.68 -0.57 0.74 0.429
H -1.10 -0.29 1.72 0.581
H -0.88 -1.57 0.64 0.520
H 1.11 -0.72 -1.52 0.400
H 0.53 0.70 -2.03 0.392
H 0.94 0.48 1.78 0.522
H -0.55 -0.56 -1.89 0.417
H 1.84 1.30 0.54 0.300
```

---

Going through the records in order, we get relative energy (zero: lowest compared OMol25 entry of this formula, charge and spin) values of 72.7, 217.5, 205.9, 21.0 kJ/mol.